[1]
Formula: C42H88BO16
Source: OMol25
Level of theory: ωB97M-V with the def2-TZVPD basis set

Atoms and positions in Å:
C  5.483  0.756  -2.015
C  5.166  0.429  -3.479
C  5.353  -1.021  -3.958
C  4.809  -2.192  -3.121
C  5.755  -2.568  -1.967
B  3.253  -2.070  -2.575
C  2.172  -1.430  -3.646
C  0.723  -1.904  -3.349
C  -0.322  -0.763  -3.302
C  -1.668  -1.146  -3.963
C  -0.565  -0.277  -1.866
H  6.347  0.202  -1.641
H  4.626  0.536  -1.371
H  5.624  1.839  -1.915
H  4.168  0.810  -3.714
H  5.860  1.026  -4.093
H  6.430  -1.164  -4.143
H  4.845  -1.083  -4.929
H  4.823  -3.056  -3.805
H  6.798  -2.282  -2.191
H  5.472  -2.052  -1.044
H  5.756  -3.651  -1.799
H  3.261  -1.442  -1.519
H  2.881  -3.235  -2.308
H  2.416  -1.652  -4.693
H  2.153  -0.342  -3.494
H  0.400  -2.656  -4.076
H  0.751  -2.355  -2.352
H  0.054  0.098  -3.868
H  -2.368  -1.534  -3.219
H  -1.505  -1.886  -4.749
H  -2.114  -0.260  -4.428
H  -1.458  0.356  -1.814
H  0.280  0.318  -1.507
H  -0.695  -1.125  -1.189
O  2.904  0.985  -0.048
C  2.545  1.541  0.945
O  3.271  2.601  1.392
C  2.840  3.454  2.451
C  3.201  2.900  3.814
C  1.366  1.055  1.757
H  1.774  3.675  2.374
H  3.368  4.394  2.283
H  2.702  1.954  4.008
H  2.924  3.600  4.597
H  4.277  2.723  3.864
H  1.710  0.261  2.420
H  0.637  0.640  1.065
H  0.878  1.825  2.350
O  -6.900  1.524  -2.595
C  -5.972  1.253  -3.317
O  -6.202  1.162  -4.639
C  -5.124  1.029  -5.575
C  -4.657  -0.403  -5.718
C  -4.603  0.943  -2.771
H  -4.302  1.691  -5.301
H  -5.530  1.402  -6.514
H  -4.268  -0.794  -4.782
H  -3.873  -0.464  -6.475
H  -5.486  -1.047  -6.018
H  -4.568  -0.110  -2.490
H  -4.443  1.547  -1.881
H  -3.788  1.137  -3.460
O  -3.736  -0.093  0.002
C  -4.690  -0.775  0.244
O  -4.473  -2.068  0.591
C  -5.519  -2.921  1.055
C  -6.274  -3.568  -0.088
C  -6.112  -0.296  0.086
H  -6.187  -2.387  1.732
H  -5.012  -3.683  1.646
H  -6.777  -2.825  -0.707
H  -7.024  -4.262  0.295
H  -5.578  -4.113  -0.725
H  -6.405  -0.397  -0.959
H  -6.150  0.758  0.351
H  -6.831  -0.818  0.711
O  -10.302  -0.828  2.350
C  -10.594  -0.375  1.278
O  -9.650  -0.294  0.330
C  -9.893  0.045  -1.040
C  -9.922  1.536  -1.269
C  -11.972  0.177  0.990
H  -10.791  -0.448  -1.419
H  -9.045  -0.389  -1.567
H  -10.761  2.019  -0.764
H  -10.007  1.740  -2.336
H  -9.002  1.993  -0.910
H  -12.011  1.207  1.343
H  -12.694  -0.413  1.549
H  -12.250  0.152  -0.061
O  1.583  2.444  6.238
C  1.226  3.010  7.231
O  1.954  4.063  7.661
C  1.527  4.922  8.720
C  1.906  4.381  10.083
C  0.044  2.537  8.045
H  0.458  5.126  8.642
H  2.042  5.863  8.535
H  1.416  3.429  10.289
H  1.622  5.088  10.864
H  2.982  4.217  10.135
H  0.383  1.746  8.715
H  -0.688  2.121  7.358
H  -0.442  3.313  8.630
O  8.169  -4.550  4.414
C  7.934  -4.075  3.334
O  8.858  -4.207  2.364
C  8.596  -3.829  1.003
C  8.850  -2.360  0.756
C  6.677  -3.280  3.066
H  7.587  -4.119  0.711
H  9.281  -4.434  0.412
H  8.182  -1.732  1.346
H  8.688  -2.126  -0.296
H  9.872  -2.089  1.026
H  6.843  -2.253  3.390
H  5.876  -3.709  3.663
H  6.356  -3.273  2.027
O  6.333  7.657  3.565
C  6.779  6.909  2.738
O  6.188  6.856  1.531
C  6.754  6.143  0.421
C  6.395  4.675  0.432
C  7.930  5.980  3.045
H  7.833  6.303  0.379
H  6.332  6.627  -0.457
H  6.794  4.169  1.312
H  6.789  4.175  -0.454
H  5.313  4.543  0.449
H  7.531  5.085  3.522
H  8.590  6.485  3.746
H  8.515  5.686  2.178
O  -4.489  -2.287  -3.300
C  -4.456  -3.477  -3.135
O  -3.501  -3.978  -2.339
C  -3.442  -5.350  -1.943
C  -2.723  -6.205  -2.964
C  -5.395  -4.409  -3.863
H  -4.440  -5.729  -1.716
H  -2.886  -5.339  -1.007
H  -3.248  -6.219  -3.920
H  -2.636  -7.231  -2.604
H  -1.722  -5.811  -3.141
H  -4.981  -4.611  -4.850
H  -6.348  -3.899  -3.981
H  -5.575  -5.352  -3.353

The lowest unoccupied orbital energy comes out at 1.8 eV. The energy relative to the best compared isomer or geometry (same formula, charge and spin) is 0.0000 eV. The spin multiplicity is 1. Its net charge is -1. The value obtained for the total energy is -2881.819971 a.u.

=====

[2]
Formula: C34H66NO9P2
Source: OMol25
Level of theory: ωB97M-V with the def2-TZVPD basis set

Atoms and positions in Å:
C  7.879  1.895  2.747
O  7.549  0.492  2.913
C  7.401  -0.183  1.641
C  6.362  -1.425  1.794
C  5.743  -1.799  0.364
C  4.591  -2.950  0.438
C  3.197  -2.218  0.744
C  1.896  -3.154  0.555
C  0.571  -2.235  0.372
C  0.333  -1.785  -1.148
C  -1.027  -0.909  -1.352
C  -0.540  0.591  -1.636
C  -1.713  1.708  -1.574
C  -1.336  2.808  -0.468
N  -1.947  2.598  0.892
C  -2.238  1.133  1.200
C  -2.636  0.893  2.750
O  -3.212  2.133  3.231
C  -2.147  3.116  3.332
P  -1.213  3.115  5.000
O  -2.411  3.129  6.232
O  -0.153  1.769  5.145
C  -1.132  3.103  2.046
C  -0.591  4.599  1.911
O  0.584  4.764  1.095
C  1.672  3.958  1.534
C  1.960  3.495  2.981
C  3.214  2.583  3.241
C  3.550  2.020  4.724
C  4.204  2.155  2.126
C  3.944  2.658  0.685
C  2.692  3.522  0.418
C  2.463  4.025  -1.100
C  1.998  2.860  -2.106
C  3.824  4.762  -1.620
H  7.478  2.522  3.623
H  9.024  2.027  2.637
H  7.402  2.339  1.795
H  6.999  0.486  0.802
H  8.427  -0.620  1.368
H  6.884  -2.305  2.323
H  5.491  -1.106  2.480
H  5.221  -0.864  -0.051
H  6.610  -2.091  -0.326
H  4.564  -3.418  -0.604
H  4.882  -3.748  1.209
H  3.071  -1.354  -0.013
H  3.273  -1.805  1.820
H  1.784  -3.734  1.551
H  2.009  -3.951  -0.254
H  -0.346  -2.808  0.737
H  0.782  -1.281  0.992
H  0.376  -2.690  -1.841
H  1.216  -1.107  -1.435
H  -1.538  -1.358  -2.276
H  -1.647  -1.048  -0.406
H  0.279  0.816  -0.852
H  -0.024  0.627  -2.651
H  -1.670  2.250  -2.595
H  -2.764  1.276  -1.499
H  -1.673  3.834  -0.847
H  -0.182  2.855  -0.437
H  -2.877  3.075  0.873
H  -1.288  0.504  1.021
H  -3.133  0.742  0.586
H  -1.701  0.666  3.374
H  -3.446  0.079  2.849
H  -2.667  4.151  3.276
H  -1.993  2.759  7.048
H  0.315  1.723  4.274
H  -0.336  2.316  2.267
H  -1.439  5.272  1.542
H  -0.312  4.971  2.972
H  1.251  3.787  3.823
H  3.116  2.694  5.532
H  4.664  1.806  4.836
H  3.019  0.995  4.777
H  5.125  1.498  2.293
H  4.627  2.410  -0.207
H  1.655  4.848  -1.157
H  1.032  3.171  -2.657
H  2.861  2.677  -2.849
H  1.880  1.895  -1.512
H  3.551  5.570  -2.398
H  4.521  3.978  -2.073
H  4.344  5.339  -0.767
O  -5.761  -1.786  -3.985
P  -6.212  -3.036  -3.217
O  -4.717  -3.750  -3.161
C  -3.742  -3.196  -2.294
C  -4.025  -3.560  -0.848
O  -6.822  -3.786  -4.565
C  -7.587  -3.034  -5.505
C  -6.772  -2.821  -6.766
O  -6.816  -4.338  -2.285
C  -7.067  -5.655  -2.770
C  -5.816  -6.451  -3.079
H  -3.696  -2.109  -2.420
H  -2.773  -3.604  -2.591
H  -4.966  -3.114  -0.511
H  -3.221  -3.206  -0.196
H  -4.122  -4.641  -0.732
H  -7.915  -2.082  -5.081
H  -8.485  -3.610  -5.743
H  -5.808  -2.351  -6.548
H  -7.309  -2.195  -7.481
H  -6.548  -3.780  -7.239
H  -7.758  -5.645  -3.615
H  -7.601  -6.167  -1.963
H  -5.317  -6.077  -3.975
H  -6.069  -7.500  -3.255
H  -5.103  -6.398  -2.253

The lowest unoccupied orbital energy comes out at -3.5 eV. The energy relative to the best compared isomer or geometry (same formula, charge and spin) is 10.6127 eV. The spin multiplicity is 1. Its net charge is +1. The value obtained for the total energy is -2749.112544 a.u.

=====

[3]
Formula: C22H17N5O6S
Source: OMol25
Level of theory: ωB97M-V with the def2-TZVPD basis set

Atoms and positions in Å:
C  1.636  -1.557  4.442
O  0.876  -1.144  3.289
C  1.325  -0.320  2.188
C  2.856  0.025  2.318
C  3.403  1.070  3.090
C  4.784  1.375  3.007
C  5.651  0.606  2.221
C  5.119  -0.503  1.578
C  3.758  -0.814  1.679
C  0.509  0.937  2.478
N  0.699  2.142  1.916
C  1.731  2.462  0.923
C  -0.234  3.112  2.351
C  -1.120  2.571  3.256
C  -2.074  3.391  3.882
C  -2.150  4.737  3.516
C  -1.284  5.258  2.565
C  -0.303  4.462  1.961
S  -0.849  0.861  3.520
H  1.280  -2.571  4.693
H  2.733  -1.577  4.290
H  1.371  -0.857  5.250
H  2.778  1.682  3.754
H  5.187  2.226  3.562
H  6.707  0.880  2.126
H  5.758  -1.156  0.989
H  3.404  -1.753  1.280
H  1.603  3.512  0.648
H  2.746  2.309  1.306
H  1.580  1.848  0.022
H  -2.704  2.964  4.637
H  -2.884  5.386  3.983
H  -1.343  6.300  2.274
H  0.395  4.846  1.226
O  -3.911  -2.034  -1.350
N  -3.214  -2.673  -0.527
O  -3.579  -3.797  -0.098
C  -1.951  -2.129  -0.027
C  -1.104  -2.871  0.832
C  0.149  -2.416  1.211
N  0.942  -3.354  1.934
O  0.377  -4.228  2.624
O  2.179  -3.269  1.807
C  0.823  -1.057  0.946
C  -0.198  -0.323  0.098
N  0.016  0.794  -0.597
O  -1.232  1.147  -1.167
N  -2.154  0.123  -1.062
C  -1.484  -0.810  -0.324
H  -1.432  -3.867  1.163
H  1.639  -1.284  0.230

The lowest unoccupied orbital energy comes out at -1.4 eV. The energy relative to the best compared isomer or geometry (same formula, charge and spin) is 2.1563 eV. The spin multiplicity is 1. Its net charge is 0. The value obtained for the total energy is -1971.597898 a.u.

=====

[4]
Formula: C17H22Cl2O4Re
Source: OMol25
Level of theory: ωB97M-V with the def2-TZVPD basis set

Atoms and positions in Å:
C  -1.591  0.010  -1.606
C  -2.063  -0.822  -0.523
C  -1.122  -1.901  -0.363
C  -3.411  -0.756  0.117
C  -0.144  -1.753  -1.397
C  -0.416  -0.575  -2.138
C  0.281  -0.183  -3.391
C  -2.349  1.090  -2.288
C  -1.163  -3.056  0.609
C  0.868  -2.784  -1.752
Re  -0.145  0.040  0.140
Cl  -1.170  -0.648  2.449
Cl  -1.650  1.670  0.944
O  1.413  -1.032  0.216
H  -3.909  0.204  -0.055
H  -3.269  -0.899  1.200
H  -4.022  -1.600  -0.262
H  -1.532  -2.708  1.591
H  -0.143  -3.454  0.781
H  -1.823  -3.861  0.224
H  1.203  -3.312  -0.851
H  1.750  -2.332  -2.237
H  0.399  -3.507  -2.442
H  1.344  -0.457  -3.370
H  0.219  0.884  -3.622
H  -0.179  -0.743  -4.215
H  -2.990  1.671  -1.614
H  -2.970  0.609  -3.062
H  -1.672  1.785  -2.811
H  1.726  -1.195  1.160
O  0.850  1.442  -0.891
H  1.265  1.946  -0.153
O  1.996  -0.836  2.610
C  1.588  0.348  2.618
O  0.804  0.936  1.767
C  2.136  1.345  3.586
C  2.091  2.737  3.319
C  2.789  3.617  4.140
C  3.526  3.107  5.231
C  3.611  1.733  5.482
C  2.934  0.853  4.639
H  1.560  3.113  2.449
H  2.793  4.694  3.911
H  4.114  3.777  5.861
H  4.241  1.310  6.284
H  3.055  -0.242  4.730

The lowest unoccupied orbital energy (alpha / beta) comes out at 5.0 / 5.0 eV. The expectation value of S² is 3.77. The energy relative to the best compared isomer or geometry (same formula, charge and spin) is 1.0316 eV. The spin multiplicity is 4. Its net charge is -2. The value obtained for the total energy is -1960.603559 a.u.